1.
The molecule C19H25N5O5S2. Source: the OMol25 dataset; level of theory: the ωB97M-V functional and the def2-TZVPD basis.

```
56
Properties=species:S:1:pos:R:3:forces:R:3
C 8.673 -1.733 1.873 -0.4 0.0 -0.2
C 7.155 -1.647 1.933 0.3 0.2 0.3
H 6.838 -0.635 2.201 0.0 -0.2 0.0
H 6.744 -2.366 2.643 0.0 0.1 -0.1
O 6.556 -1.992 0.680 0.1 -0.4 0.0
C 6.508 -1.041 -0.242 0.2 0.0 -0.2
O 6.997 0.052 -0.148 0.2 0.0 0.1
C 5.781 -1.555 -1.475 -0.3 0.3 0.1
H 6.500 -1.885 -2.226 0.0 0.0 0.0
H 5.110 -2.368 -1.205 0.1 0.0 0.0
S 4.841 -0.207 -2.237 0.2 -0.1 -0.4
C 4.039 0.328 -0.798 -0.2 0.0 0.1
N 4.098 -0.273 0.363 0.3 -0.5 -0.7
N 3.380 0.459 1.226 -0.6 0.7 0.9
C 2.896 1.490 0.590 0.1 0.0 0.0
N 3.278 1.453 -0.725 0.2 -0.7 0.5
C 2.988 2.381 -1.783 -0.1 0.5 -0.3
H 1.962 2.741 -1.686 0.1 -0.1 -0.1
H 3.678 3.226 -1.743 0.0 0.0 -0.1
H 3.109 1.871 -2.737 -0.1 0.1 0.0
C 2.002 2.519 1.190 0.0 -0.1 -0.2
N 0.627 2.056 1.225 0.0 0.0 0.3
C -0.237 2.307 0.218 0.0 -0.1 0.3
O 0.047 3.015 -0.732 -0.1 0.2 -0.2
C -1.588 1.690 0.377 -0.3 0.0 -0.2
C -2.691 2.417 -0.062 0.2 -0.1 0.1
C -3.964 1.890 0.057 -0.2 0.0 0.0
C -4.123 0.628 0.597 -0.5 -0.2 -0.1
C -3.037 -0.118 1.015 0.1 -0.1 0.1
C -1.764 0.413 0.909 -0.1 0.1 0.0
H -0.913 -0.179 1.213 0.1 -0.1 0.0
H -3.210 -1.101 1.421 0.1 -0.2 0.0
S -5.755 -0.098 0.752 0.6 -0.1 -0.1
O -5.896 -0.640 2.071 0.1 -0.2 0.0
O -6.728 0.859 0.303 0.1 0.1 -0.2
N -5.575 -1.394 -0.315 0.2 0.7 0.9
C -6.507 -2.481 -0.069 -0.4 -0.4 0.3
H -6.644 -2.587 1.005 0.0 -0.2 -0.1
H -6.067 -3.397 -0.474 0.0 0.1 0.1
C -7.790 -2.096 -0.819 0.0 -0.1 0.0
H -8.315 -2.974 -1.191 -0.1 0.0 0.0
H -8.453 -1.550 -0.150 -0.1 0.0 0.0
C -7.305 -1.177 -1.954 0.0 0.1 -0.1
H -7.481 -1.611 -2.937 0.0 0.0 0.0
H -7.806 -0.213 -1.901 0.0 0.0 -0.1
C -5.798 -0.997 -1.692 0.0 0.3 -0.6
H -5.463 0.030 -1.827 0.1 0.0 -0.2
H -5.202 -1.654 -2.332 0.0 0.1 0.1
H -4.839 2.437 -0.257 -0.1 0.1 -0.1
H -2.530 3.395 -0.491 0.0 0.1 0.0
H 0.380 1.408 1.955 -0.1 0.1 -0.1
H 2.329 2.723 2.211 0.0 0.0 -0.1
H 2.027 3.436 0.596 0.0 0.0 0.2
H 8.983 -2.727 1.558 0.1 -0.1 0.0
H 9.087 -1.528 2.856 0.1 0.0 0.1
H 9.061 -1.001 1.169 0.1 0.0 0.0
```
Positions in Å, forces in eV/Å.

Calculated values
F_max: 1.28 eV Å⁻¹
ΔE to the lowest compared entry with this formula, charge and spin: 4.3 kcal per mole
SMILES string: CCOC(=O)CSc1nnc(CNC(=O)c2ccc(S(=O)(=O)N3CCCC3)cc2)n1C
frontier orbital gap: 8.6 eV

=====

2.
A structure of composition C19H26BF4N2O2RuSSi2. Source: the OMol25 dataset; level of theory: the ωB97M-V functional and the def2-TZVPD basis.

```
58
Properties=species:S:1:pos:R:3:forces:R:3
Ru -0.411 0.179 0.087 0.1 -0.2 -0.9
C 0.001 -2.354 -3.058 0.2 -0.1 0.1
Si -1.664 -1.926 -2.317 0.1 0.1 -0.1
C -2.353 -3.565 -1.679 -0.1 -0.1 0.1
C -2.650 -1.358 -3.851 -0.1 0.0 0.0
N -1.777 -0.690 -1.086 -1.0 -0.3 -0.2
C -3.078 -0.350 -0.737 0.0 -0.1 -0.1
C -4.277 -0.951 -1.163 0.1 0.1 0.0
C -5.519 -0.486 -0.731 0.0 0.0 0.0
C -5.606 0.588 0.138 0.0 0.0 0.0
C -4.432 1.196 0.582 0.0 0.0 -0.1
C -3.190 0.735 0.163 0.0 0.3 0.0
N -1.965 1.261 0.550 0.1 0.5 1.0
Si -1.530 2.377 1.837 0.0 -0.3 -0.3
C -0.315 3.552 1.043 0.1 0.1 0.1
C -2.923 3.477 2.490 -0.1 0.1 0.0
C -0.956 1.372 3.314 0.0 0.1 0.2
H -0.212 -2.811 -4.031 0.0 0.0 0.0
H 0.560 -3.078 -2.462 -0.1 0.1 -0.1
H 0.627 -1.476 -3.217 -0.1 -0.1 -0.1
H -2.921 -4.096 -2.450 0.0 0.0 0.0
H -3.003 -3.413 -0.816 0.0 0.0 0.0
H -1.522 -4.194 -1.351 0.0 0.0 0.0
H -3.346 -2.130 -4.194 0.0 0.0 0.0
H -1.953 -1.148 -4.668 0.0 0.0 0.0
H -3.228 -0.451 -3.661 0.0 0.0 0.0
H -4.259 -1.800 -1.828 0.0 0.0 -0.1
H -6.418 -0.981 -1.081 0.0 0.0 0.0
H -6.569 0.950 0.480 0.0 0.0 0.0
H -4.480 2.032 1.265 0.0 0.0 0.0
H -0.887 4.253 0.424 0.0 0.0 0.0
H 0.390 3.029 0.399 0.0 0.0 0.0
H 0.280 4.110 1.770 -0.1 0.0 0.0
H -3.437 4.004 1.680 0.0 0.0 0.0
H -2.489 4.227 3.159 0.0 0.0 0.0
H -3.667 2.910 3.055 0.0 0.0 0.0
H -0.559 0.404 3.011 0.0 0.0 -0.1
H -1.811 1.192 3.976 0.0 0.0 0.0
H -0.169 1.875 3.878 0.0 0.0 0.0
O 0.755 -3.652 -0.056 0.1 -0.1 0.0
C 0.991 -2.450 -0.067 -0.1 0.3 0.4
O 0.277 -1.585 0.584 0.6 -0.5 0.0
C 2.237 -1.944 -0.762 0.1 0.0 0.0
C 3.316 -2.831 -0.757 -0.1 0.0 0.0
C 4.530 -2.509 -1.332 0.0 0.0 0.0
C 4.674 -1.268 -1.946 0.0 0.0 0.0
C 3.615 -0.384 -1.971 -0.1 0.0 0.0
C 2.375 -0.695 -1.385 0.2 0.2 0.1
S 1.103 0.494 -1.617 0.1 0.0 -0.1
H 3.162 -3.793 -0.286 0.0 0.0 0.0
H 5.355 -3.210 -1.298 0.0 0.0 0.0
H 5.618 -0.983 -2.396 0.0 0.0 0.0
H 3.725 0.585 -2.442 0.0 0.0 0.0
F 3.142 0.571 2.778 0.0 0.1 0.0
B 2.471 1.612 2.132 0.1 -0.1 0.0
F 1.934 2.502 3.082 0.0 0.0 -0.1
F 3.319 2.302 1.264 0.0 0.0 0.0
F 1.392 1.040 1.350 -0.2 0.0 0.3
```
Positions in Å, forces in eV/Å.

Calculated values
F_max: 1.12 eV Å⁻¹
net charge: -2
multiplicity: 2
ΔE to the lowest compared entry with this formula, charge and spin: 19.5 kcal per mole
frontier orbital gap (alpha / beta): 6.3 / 6.2 eV

=====

3.
A structure of composition C19H26BFeN2. Source: the OMol25 dataset; level of theory: the ωB97M-V functional and the def2-TZVPD basis.

```
49
Properties=species:S:1:pos:R:3:forces:R:3
C 3.048 -4.356 -1.815 0.5 0.1 -1.6
N 1.610 -4.548 -1.775 1.0 -0.3 2.2
C 1.313 -5.867 -1.254 -0.8 -0.6 -1.1
C 0.720 -3.481 -1.591 -0.4 0.6 -0.5
C 0.140 -2.822 -2.689 -0.6 0.4 -1.1
C -0.778 -1.818 -2.515 0.7 -0.8 -0.6
N -1.068 -1.344 -1.271 -0.6 0.7 0.6
B -2.096 -0.213 -1.178 0.3 0.3 -0.5
H -1.965 0.674 0.157 0.9 0.8 -0.2
C -0.520 -1.948 -0.166 0.5 -0.9 0.2
C 0.325 -3.019 -0.312 -0.1 0.0 1.0
H 3.331 -3.462 -2.380 -0.3 0.0 0.2
H 3.501 -4.300 -0.820 -0.4 0.0 0.3
H 3.480 -5.243 -2.311 0.0 0.2 0.1
H 0.264 -6.130 -1.432 0.2 0.2 0.1
H 1.962 -6.578 -1.793 -0.1 0.0 0.2
H 1.526 -5.955 -0.184 0.2 0.3 0.2
H 0.376 -3.118 -3.701 0.0 -0.1 0.0
H -1.341 -1.358 -3.339 0.5 -0.2 0.4
H -1.801 0.745 -1.903 -0.2 -0.5 0.2
H -3.234 -0.587 -1.121 -0.2 0.0 -0.1
H -0.829 -1.579 0.833 0.2 -0.2 -0.9
H 0.735 -3.537 0.546 -0.1 0.2 0.2
C -3.478 2.140 -0.031 -1.1 -0.3 0.8
C -2.323 1.640 0.814 0.5 0.8 1.7
C -1.465 2.803 1.358 -1.3 0.9 -0.3
C -1.026 3.110 2.759 -1.4 0.4 -1.7
C -0.214 4.291 2.697 -0.5 0.3 0.0
C -0.149 4.767 1.333 -0.8 0.0 0.2
C -0.991 3.930 0.515 -0.6 -0.8 1.6
Fe 0.426 2.856 1.469 0.6 1.8 0.3
C 1.001 1.325 0.401 1.1 -0.3 0.7
C 1.038 1.064 1.843 1.3 -0.3 -1.0
C 1.922 2.055 2.440 0.4 -1.0 -0.7
C 2.383 2.927 1.397 0.6 -1.3 -0.4
C 1.825 2.496 0.139 0.4 -1.4 0.8
H -4.252 1.375 0.062 -0.3 0.1 -0.3
H -3.912 3.076 0.343 0.1 -0.1 0.0
H -3.293 2.236 -1.106 0.4 0.0 0.3
H -2.556 0.974 1.683 -0.7 0.9 -0.3
H -1.395 2.590 3.640 0.5 0.0 -0.3
H 0.285 4.762 3.554 -0.1 -0.4 -0.5
H 0.480 5.599 0.984 -0.5 -0.5 0.2
H -1.353 4.100 -0.499 0.7 -0.3 0.1
H 0.467 0.736 -0.337 -0.1 0.3 0.2
H 0.534 0.247 2.366 0.2 0.5 -0.3
H 2.223 2.095 3.482 -0.3 0.2 -0.2
H 3.100 3.712 1.532 -0.1 0.4 0.0
H 2.026 2.938 -0.821 -0.2 0.1 0.0
```
Positions in Å, forces in eV/Å.

Calculated values
F_max: 2.45 eV Å⁻¹
net charge: -1
multiplicity: 5
frontier orbital gap (alpha / beta): 2.8 / 5.7 eV

=====

4.
A cluster of 3 separate species, C19H26BN3O5 in total. Source: the OMol25 dataset; level of theory: the ωB97M-V functional and the def2-TZVPD basis.

```
54
Properties=species:S:1:pos:R:3:forces:R:3
C -2.554 5.267 -1.658 0.2 -0.4 -0.3
C -3.785 4.173 -1.731 -4.0 -0.2 4.5
O -4.656 4.155 -0.692 5.4 0.3 -7.2
O -4.020 3.262 -2.863 2.6 1.7 3.0
C -2.753 2.566 -3.259 0.0 -0.6 -1.0
C -2.110 1.644 -2.065 2.0 0.2 0.6
C -0.518 1.895 -1.629 0.1 -0.7 -1.3
C -0.251 0.394 -1.028 -0.5 -0.1 -0.7
B 1.191 0.014 -0.337 1.5 0.1 0.3
O 2.040 1.128 0.212 -3.1 -1.6 0.6
N 1.701 -1.439 -0.180 0.4 2.2 1.2
C 1.599 -1.674 1.337 0.3 0.8 0.4
C 3.155 -1.541 -0.589 1.1 -1.3 -0.8
C -0.746 -0.445 -2.377 2.0 -2.2 -1.1
O -0.145 -1.421 -3.061 -4.8 6.8 4.3
O -2.046 0.259 -2.640 2.3 -0.8 0.0
H -2.365 5.578 -0.534 -0.7 -0.8 -2.4
H -2.859 6.220 -2.271 0.5 -1.9 1.1
H -1.545 4.844 -2.106 -2.2 0.8 0.9
H -3.081 1.829 -4.137 0.7 1.7 2.1
H -2.009 3.349 -3.729 -1.3 -1.6 1.2
H -2.641 1.682 -0.997 0.4 -0.3 -2.7
H -0.258 2.846 -0.999 -0.9 -2.1 -0.8
H 0.186 1.973 -2.586 -1.6 -0.1 1.8
H -1.064 0.168 -0.218 1.2 0.3 -1.4
H 1.467 1.554 0.934 1.3 -0.5 -1.7
H 0.611 -1.147 1.724 1.8 -1.4 -0.6
H 1.620 -2.819 1.619 -0.1 2.4 -0.7
H 2.514 -1.096 1.831 -2.0 -1.4 -0.6
H 3.623 -0.553 -1.008 -1.0 -1.7 0.8
H 3.201 -2.360 -1.448 0.1 1.8 1.7
H 3.849 -1.944 0.290 -1.6 1.0 -1.8
N -4.905 0.836 1.329 -0.2 0.3 1.0
C -5.036 2.169 1.504 0.2 -0.8 -0.4
C -5.395 2.758 2.706 -0.1 -0.3 0.3
C -5.639 1.930 3.797 0.0 0.1 0.0
C -5.514 0.553 3.648 0.0 0.2 0.0
C -5.147 0.058 2.407 0.2 0.4 -0.8
H -4.838 2.772 0.622 -0.1 -0.2 0.3
H -5.483 3.835 2.789 0.0 -0.1 -0.1
H -5.924 2.355 4.755 0.0 -0.1 -0.1
H -5.698 -0.119 4.479 0.0 0.0 -0.1
H -5.033 -1.010 2.242 0.0 0.1 0.1
N 5.314 -3.951 1.029 0.8 -0.6 -0.3
C 6.371 -4.249 1.815 -0.8 0.3 -0.5
C 7.396 -5.103 1.437 0.0 -0.1 -0.2
C 7.332 -5.690 0.178 0.0 0.0 0.0
C 6.255 -5.404 -0.654 0.2 0.0 0.2
C 5.281 -4.535 -0.189 -0.1 0.4 0.8
H 6.374 -3.769 2.789 0.0 0.0 -0.1
H 8.223 -5.304 2.109 -0.1 0.0 0.0
H 8.116 -6.366 -0.152 -0.1 0.1 0.0
H 6.176 -5.846 -1.640 0.0 0.1 0.1
H 4.422 -4.277 -0.802 0.1 -0.1 0.0
```
Positions in Å, forces in eV/Å.

Calculated values
F_max: 9.37 eV Å⁻¹
ΔE to the lowest compared entry with this formula, charge and spin: 135.5 kcal per mole
SMILES string: CC(=O)OC[C@@H]1C[C@H](B(O)N(C)C)C(=O)O1.c1ccncc1.c1ccncc1
frontier orbital gap: 8.9 eV

=====

5.
A structure of composition C19H26Br46O2PS2. Source: the OMol25 dataset; level of theory: the ωB97M-V functional and the def2-TZVPD basis.

```
96
Properties=species:S:1:pos:R:3:forces:R:3
C -0.864 -3.150 0.290 -0.7 0.0 0.0
C -1.987 -2.212 -0.206 -0.1 -0.7 -0.7
C -1.431 -0.906 -0.758 0.1 0.3 1.7
C -0.759 0.007 0.279 0.4 0.3 -0.7
S -2.862 -0.028 -1.498 1.0 -0.3 -0.3
Br -2.045 1.824 -2.287 0.2 0.2 1.2
P -4.336 0.476 0.060 -1.5 2.8 0.7
O -5.544 -0.475 -0.272 1.1 -1.3 0.2
O -3.874 0.025 1.488 0.6 -0.9 -0.2
S -4.826 2.292 -0.083 0.3 0.1 -0.4
H -0.825 -4.031 -0.343 0.3 0.0 -0.2
H 0.108 -2.668 0.310 0.1 -0.1 0.1
H -1.156 -3.510 1.270 0.4 0.1 0.3
H -2.748 -2.095 0.563 0.1 0.4 0.2
H -2.460 -2.737 -1.040 -0.2 0.1 0.0
H -0.712 -1.164 -1.532 -0.3 0.2 -0.5
H 0.019 0.578 -0.225 0.1 0.1 0.1
H -1.425 0.760 0.687 -0.1 -0.1 0.3
H -0.270 -0.542 1.078 -0.2 -0.2 0.1
H -5.378 -1.332 0.164 -0.6 -0.2 -0.2
H -3.320 0.693 1.930 0.0 0.0 0.3
C -1.935 -0.636 4.782 0.0 0.0 0.1
Br -0.936 0.730 3.874 -0.1 0.1 -0.3
Br -3.824 -0.266 4.789 0.0 0.0 0.0
Br -1.561 -2.377 4.065 0.0 0.0 -0.1
H -1.608 -0.640 5.813 0.0 0.0 0.0
C 0.912 -5.735 -3.101 0.0 -0.1 0.0
Br -0.518 -6.969 -3.433 0.1 0.0 0.2
Br 0.392 -3.920 -3.506 0.0 0.0 0.0
Br 1.601 -5.887 -1.314 0.0 0.0 0.0
H 1.717 -5.991 -3.776 0.0 0.0 0.0
C -2.424 -5.845 -7.280 1.6 0.0 0.1
Br -2.231 -4.571 -8.712 0.2 0.0 0.2
Br -0.860 -6.968 -7.160 0.0 0.1 0.0
Br -2.830 -4.977 -5.547 1.6 -0.3 0.1
H -3.237 -6.496 -7.525 0.0 -0.2 0.1
C -3.954 -0.061 -6.080 0.0 0.0 -0.2
Br -3.593 -0.063 -4.172 -0.8 -0.7 -1.8
Br -5.291 1.236 -6.535 0.0 0.0 0.1
Br -2.339 0.177 -7.090 0.0 0.0 0.1
H -4.350 -1.035 -6.329 0.0 0.0 0.0
C 0.849 3.678 6.459 0.1 0.0 0.0
Br 0.466 1.876 7.023 0.0 0.1 0.1
Br 2.609 3.808 5.689 0.0 0.0 0.0
Br -0.480 4.367 5.249 0.0 -0.1 0.1
H 0.843 4.295 7.345 0.0 0.0 0.0
C -6.421 -5.118 -8.453 -0.1 -0.2 0.0
Br -5.044 -5.213 -7.083 -3.5 0.6 -0.8
Br -6.040 -6.314 -9.915 0.0 0.0 0.1
Br -8.180 -5.410 -7.728 0.1 0.0 0.0
H -6.404 -4.114 -8.852 0.0 0.0 0.0
C -2.789 -5.602 6.879 0.0 0.0 0.0
Br -3.016 -5.835 4.979 0.0 0.0 0.0
Br -1.213 -6.493 7.519 0.0 0.0 0.0
Br -2.807 -3.744 7.382 -0.1 0.0 0.1
H -3.637 -6.068 7.357 0.0 0.0 0.0
C 1.456 3.829 2.034 0.1 0.0 0.2
Br -0.360 4.071 1.447 -0.1 0.1 -0.2
Br 2.082 2.050 1.649 0.0 0.0 0.0
Br 2.642 5.167 1.342 -0.1 -0.1 -0.1
H 1.448 3.935 3.110 0.0 0.0 0.0
C 5.270 1.284 -1.206 0.1 0.1 0.0
Br 3.683 0.249 -1.572 0.0 0.0 0.0
Br 5.108 3.084 -1.857 -0.1 -0.1 0.0
Br 5.737 1.223 0.659 -0.1 -0.1 0.0
H 6.082 0.820 -1.748 0.0 -0.1 0.0
C 6.948 6.459 0.561 0.1 0.0 0.0
Br 6.712 4.611 1.036 0.1 0.1 0.1
Br 8.637 6.762 -0.302 0.0 0.0 0.0
Br 5.478 7.121 -0.495 0.0 -0.1 0.0
H 6.955 7.026 1.479 0.0 0.1 0.0
C -5.059 3.736 4.950 0.0 0.0 0.1
Br -4.398 3.135 6.653 0.0 0.0 0.0
Br -5.906 5.453 5.081 0.0 0.0 0.0
Br -3.671 3.737 3.613 0.0 0.0 -0.1
H -5.812 3.031 4.629 0.0 0.0 0.0
C 6.978 11.042 1.369 0.0 0.1 -0.1
Br 7.077 9.560 2.596 0.0 0.0 0.0
Br 7.231 10.503 -0.460 0.0 0.0 0.1
Br 5.347 12.033 1.595 0.0 0.0 0.0
H 7.792 11.706 1.619 0.0 0.0 0.0
C -3.281 7.174 -0.177 0.1 0.1 0.0
Br -3.417 5.252 -0.116 0.0 0.1 0.0
Br -2.831 7.900 1.544 0.0 0.0 0.0
Br -2.059 7.751 -1.543 0.0 0.0 0.0
H -4.258 7.552 -0.440 0.0 0.0 0.0
C 3.329 -9.564 -1.174 -0.1 0.0 0.0
Br 3.332 -11.479 -1.321 0.0 0.0 0.0
Br 3.858 -8.979 0.581 0.0 0.0 0.0
Br 4.399 -8.742 -2.546 0.0 0.0 0.0
H 2.311 -9.233 -1.324 0.0 0.0 0.0
C 9.354 -0.936 0.658 0.0 0.0 0.0
Br 8.579 -1.714 2.236 0.0 0.0 0.0
Br 8.396 -1.451 -0.933 0.0 0.0 0.0
Br 9.501 0.973 0.807 0.1 0.0 0.0
H 10.356 -1.329 0.567 0.0 0.0 0.0
```
Positions in Å, forces in eV/Å.

Calculated values
F_max: 3.65 eV Å⁻¹
net charge: +1
frontier orbital gap: 6.7 eV

=====

6.
A structure of composition C19H26BrCuNO6P. Source: the OMol25 dataset; level of theory: the ωB97M-V functional and the def2-TZVPD basis.

```
55
Properties=species:S:1:pos:R:3:forces:R:3
Cu 0.799 -0.614 -0.273 0.0 0.1 0.1
C 1.732 -2.670 4.617 0.0 0.0 0.0
C 2.393 -2.076 3.405 0.0 0.0 0.0
C 3.731 -1.704 3.392 0.0 0.0 0.0
C 4.288 -1.152 2.252 0.0 0.0 0.0
C 3.473 -0.977 1.147 0.0 -0.1 0.0
Br 4.197 -0.259 -0.435 0.0 0.0 0.0
N 2.189 -1.314 1.134 0.1 0.1 -0.1
C 1.673 -1.861 2.240 -0.1 0.0 0.0
H 2.471 -2.953 5.365 0.0 0.0 0.0
H 1.155 -3.557 4.354 0.0 0.0 0.0
H 1.048 -1.953 5.073 0.0 0.0 0.0
H 4.343 -1.851 4.273 0.0 0.0 0.0
H 5.327 -0.862 2.209 0.0 0.0 0.0
H 0.627 -2.138 2.174 0.0 0.0 0.0
O 0.998 4.070 0.922 0.0 0.1 0.0
C 1.280 4.282 -0.375 0.0 -0.1 0.0
C 1.459 5.596 -0.810 0.0 0.0 0.0
C 1.753 5.856 -2.133 0.0 0.0 0.0
C 1.877 4.817 -3.054 0.0 0.0 0.0
C 1.699 3.516 -2.627 0.0 0.0 0.0
C 1.400 3.228 -1.295 0.0 0.0 0.0
C 1.208 1.816 -0.870 0.0 -0.1 -0.1
O 0.942 1.570 0.354 0.0 0.0 0.0
O 1.303 0.885 -1.709 0.0 0.0 0.1
H 0.920 3.089 1.023 0.0 0.0 0.0
H 1.362 6.394 -0.084 0.0 0.0 0.0
H 1.888 6.881 -2.455 0.0 0.0 0.0
H 2.110 5.027 -4.089 0.0 0.0 0.0
H 1.788 2.683 -3.311 0.0 0.0 0.0
C -3.463 1.475 0.261 0.0 0.0 0.0
C -2.335 0.510 0.525 0.0 0.0 0.0
O -2.410 -0.548 -0.455 0.1 -0.1 0.0
P -1.148 -1.556 -0.550 0.0 0.1 -0.1
O -1.531 -2.777 0.410 0.0 0.0 0.0
C -2.808 -3.450 0.311 -0.1 0.0 0.0
C -3.725 -3.005 1.429 0.0 0.0 0.0
O -1.457 -2.200 -1.988 0.0 0.0 0.0
C -1.133 -1.393 -3.144 0.0 0.0 0.0
C -1.666 -2.099 -4.366 0.0 0.0 0.0
H -3.422 2.295 0.979 0.0 0.0 0.0
H -4.430 0.978 0.351 0.0 0.0 0.0
H -3.378 1.891 -0.743 0.0 0.0 0.0
H -2.422 0.071 1.524 0.0 0.0 0.0
H -1.363 1.004 0.450 0.0 0.0 0.0
H -2.587 -4.514 0.386 0.0 0.0 0.0
H -3.249 -3.260 -0.666 0.0 0.0 0.0
H -3.246 -3.153 2.397 0.0 0.0 0.0
H -4.645 -3.592 1.408 0.0 0.0 0.0
H -3.988 -1.953 1.319 0.0 0.0 0.0
H -0.049 -1.267 -3.193 0.0 0.0 0.0
H -1.582 -0.405 -3.033 0.0 0.0 0.0
H -1.227 -3.093 -4.454 0.0 0.0 0.0
H -1.416 -1.528 -5.261 0.0 0.0 0.0
H -2.750 -2.200 -4.308 0.0 0.0 0.0
```
Positions in Å, forces in eV/Å.

Calculated values
F_max: 0.19 eV Å⁻¹
frontier orbital gap: 8.2 eV